# 1
C2H3N3 | wB97M-V/def2-TZVPD

Last column: Mulliken charge in e.
Positions of all 8 atoms, in Å:
H: -1.3793 0.3332 1.1358  0.261
N: -0.3949 0.1015 1.0043  -0.581
C: -0.1671 0.0085 -0.2257  0.140
N: 1.1554 -0.2889 -0.5196  -0.274
C: 1.7223 -0.4221 -1.7003  0.337
N: 2.1487 -0.2978 -2.7766  -0.404
H: -0.7432 0.2062 -1.2296  0.257
H: 1.8846 -0.2523 0.1679  0.265

Summary:
Frontier orbital gap, eV: 10.753
Maximum force, eV/A: 3.193
Electronic energy, eV: -6591.580
E_HOMO, eV: -9.98
SMILES: [H]/N=C/NC#N
Charge: 0
Energy above the lowest of the compared OMol25 structures with the same formula, charge and spin, eV: 0.995
LUMO energy, eV: 0.777



# 2
C2H3N3 | wB97M-V/def2-TZVPD

Last column: Mulliken charge in e.
Positions of all 8 atoms, in Å:
H: -0.3264 -0.4055 1.8639  0.268
N: -0.2829 -0.2821 0.8740  -0.508
C: 0.7061 -0.6331 0.2152  -0.184
C: 0.7604 -0.5984 -1.3415  0.238
N: 0.8861 0.6208 -2.0962  -0.211
N: 1.8190 -0.1859 -2.1445  -0.254
H: 1.6578 -0.9293 0.5695  0.378
H: 0.0702 -1.4482 -1.7775  0.274

Summary:
Frontier orbital gap, eV: 10.374
Maximum force, eV/A: 5.548
Electronic energy, eV: -6589.444
E_HOMO, eV: -10.03
SMILES: [H]/N=C/C1N=N1
Charge: 0
Energy above the lowest of the compared OMol25 structures with the same formula, charge and spin, eV: 3.132
LUMO energy, eV: 0.340



# 3
C2H3N3 | wB97M-V/def2-TZVPD

Last column: Mulliken charge in e.
Positions of all 8 atoms, in Å:
N: 1.3079 -0.5025 -0.7279  -0.368
C: -1.2975 -0.6793 0.3769  -0.363
C: -0.6086 0.4402 0.3623  0.484
N: 0.2211 1.3241 -0.0341  -0.453
N: 1.2685 0.7342 -0.7779  -0.060
H: 2.0887 -0.7826 -1.3299  0.267
H: -1.3367 -1.3039 1.2692  0.254
H: -1.6575 0.7044 0.8687  0.240

Summary:
Frontier orbital gap, eV: 9.572
Maximum force, eV/A: 0.577
Electronic energy, eV: -6586.656
E_HOMO, eV: -9.52
Charge: 0
Energy above the lowest of the compared OMol25 structures with the same formula, charge and spin, eV: 5.920
LUMO energy, eV: 0.051



# 4
C2H3N3 | wB97M-V/def2-TZVPD

Last column: Mulliken charge in e.
Positions of all 8 atoms, in Å:
H: 2.2428 0.1175 -0.1083  0.216
N: 1.2367 -0.0209 -0.1542  -0.436
N: 0.6328 0.9692 0.2966  -0.068
C: -0.7715 0.8191 0.4343  -0.596
C: -1.1107 -0.4468 0.1724  0.625
N: -0.4794 -1.4749 -0.0429  -0.429
H: -1.3815 1.6642 0.7060  0.383
H: -0.3204 -1.7030 -1.0200  0.305

Summary:
Frontier orbital gap, eV: 9.702
Maximum force, eV/A: 1.120
Electronic energy, eV: -6589.184
E_HOMO, eV: -9.24
SMILES: [H]/N=N/C=C=N
Charge: 0
Energy above the lowest of the compared OMol25 structures with the same formula, charge and spin, eV: 3.392
LUMO energy, eV: 0.457



# 5
C2H3N3 | wB97M-V/def2-TZVPD

Last column: Mulliken charge in e.
Positions of all 8 atoms, in Å:
N: 0.6736 -0.8626 -0.2065  -0.639
C: -1.1992 -0.0850 1.2944  0.138
N: -1.3568 0.9788 0.8594  -0.374
N: -0.0624 1.3989 -0.7354  -0.393
C: 0.5509 0.2894 -0.7390  0.480
H: 1.3938 -1.4455 -0.6176  0.218
H: -1.1236 -1.0473 1.7552  0.278
H: 1.1238 0.7732 -1.6105  0.292

Summary:
Frontier orbital gap, eV: 8.911
Maximum force, eV/A: 1.056
Electronic energy, eV: -6588.260
E_HOMO, eV: -9.50
Charge: 0
Energy above the lowest of the compared OMol25 structures with the same formula, charge and spin, eV: 4.315
LUMO energy, eV: -0.591



# 6
C2H3N3O | wB97M-V/def2-TZVPD

Last column: Mulliken charge in e.
Positions of all 9 atoms, in Å:
O: 1.2407 -0.4266 -1.4949  -0.462
C: 0.3889 -0.0419 -0.5564  0.617
N: -0.4807 0.9372 -0.5957  -0.525
C: -1.2330 0.6507 0.5097  0.055
N: -0.8549 -0.3785 1.2323  -0.442
N: 0.3238 -0.8047 0.6183  -0.289
H: 1.5917 -1.2965 -1.2313  0.358
H: -2.0687 1.2745 0.8096  0.394
H: 1.0920 0.0858 0.7084  0.293

Summary:
Frontier orbital gap, eV: 10.634
Maximum force, eV/A: 2.495
Electronic energy, eV: -8637.893
E_HOMO, eV: -10.33
SMILES: Oc1ncn[nH]1
Charge: 0
Energy above the lowest of the compared OMol25 structures with the same formula, charge and spin, eV: 2.602
LUMO energy, eV: 0.303



# 7
C2H3N3O | wB97M-V/def2-TZVPD

Last column: Mulliken charge in e.
Positions of all 9 atoms, in Å:
C: -1.1664 0.1096 0.0429  -0.893
C: 0.3214 -0.0079 0.1564  0.529
N: 0.7540 -1.2264 0.7150  -0.078
O: 1.7399 -1.7530 0.2501  -0.372
N: 1.8652 1.6281 -0.7929  -0.553
N: 1.1435 0.8417 -0.4099  0.541
H: -1.4766 1.0490 -0.4162  0.317
H: -1.5394 -0.7170 -0.5746  0.245
H: -1.6166 0.0213 1.0350  0.265

Summary:
Frontier orbital gap (alpha / beta), eV: 8.665 / 8.664
Maximum force, eV/A: 1.503
Electronic energy, eV: -8636.224
E_HOMO (alpha / beta), eV: -9.04 / -9.04
Charge: 0
Energy above the lowest of the compared OMol25 structures with the same formula, charge and spin, eV: 4.271
LUMO energy (alpha / beta), eV: -0.374 / -0.374



# 8
C2H3N3O | wB97M-V/def2-TZVPD

Last column: Mulliken charge in e.
Positions of all 9 atoms, in Å:
O: -2.1809 -0.1622 -0.3877  -0.590
C: -0.9831 -0.0950 -0.2327  0.314
N: -0.1969 -0.1795 0.9604  -0.089
C: 1.0826 -0.0544 0.5911  -0.104
N: 1.2587 0.0444 -0.6861  -0.557
N: -0.0007 0.0302 -1.2174  0.096
H: -0.6780 -0.0520 1.7850  0.207
H: 1.8951 -0.0689 1.2081  0.465
H: -0.1967 0.5374 -2.0207  0.258

Summary:
Frontier orbital gap, eV: 9.894
Maximum force, eV/A: 3.526
Electronic energy, eV: -8640.126
E_HOMO, eV: -9.10
SMILES: O=c1[nH]cn[nH]1
Charge: 0
Energy above the lowest of the compared OMol25 structures with the same formula, charge and spin, eV: 0.368
LUMO energy, eV: 0.791



# 9
C2H3N3O | wB97M-V/def2-TZVPD

Last column: Mulliken charge in e.
Positions of all 9 atoms, in Å:
H: 2.9808 0.6502 1.1743  0.224
N: 2.1646 0.9450 1.7422  -0.615
N: 1.0506 0.6638 1.4806  0.275
N: 0.3873 -0.1014 0.8191  0.098
C: -0.6331 -0.3341 0.1037  -0.156
C: -0.9907 0.5782 -1.0864  0.126
O: -0.4627 1.6917 -1.3392  -0.493
H: -1.1101 -1.3706 0.2023  0.300
H: -1.7575 0.0514 -1.8256  0.241

Summary:
Frontier orbital gap (alpha / beta), eV: 8.220 / 8.219
Maximum force, eV/A: 5.017
Electronic energy, eV: -8635.608
E_HOMO (alpha / beta), eV: -8.96 / -8.96
SMILES: [H]/N=N\N=C/C=O
Charge: 0
Energy above the lowest of the compared OMol25 structures with the same formula, charge and spin, eV: 4.886
LUMO energy (alpha / beta), eV: -0.736 / -0.736



# 10
C2H3N3O | wB97M-V/def2-TZVPD

Last column: Mulliken charge in e.
Positions of all 9 atoms, in Å:
O: 1.9773 0.9944 0.3080  -0.615
C: 0.8709 0.5245 0.1394  0.321
N: 0.5121 -0.7190 -0.3814  -0.092
C: -0.8568 -0.8307 -0.3380  -0.021
N: -1.4172 0.2304 0.1367  -0.582
N: -0.3663 1.0714 0.3958  0.134
H: 1.1818 -1.4480 -0.5553  0.210
H: -1.3980 -1.6962 -0.6916  0.389
H: -0.5038 1.8730 0.9863  0.254

Summary:
Frontier orbital gap, eV: 9.911
Maximum force, eV/A: 0.415
Electronic energy, eV: -8640.495
E_HOMO, eV: -9.12
SMILES: O=c1[nH]cn[nH]1
Charge: 0
Energy above the lowest of the compared OMol25 structures with the same formula, charge and spin, eV: 0.000
LUMO energy, eV: 0.789



# 11
C2H3N3O | wB97M-V/def2-TZVPD

Last column: Mulliken charge in e.
Positions of all 9 atoms, in Å:
N: -0.9903 -0.9838 1.0358  -0.534
C: -0.5523 -0.0182 0.2012  0.673
N: -0.3226 -0.1188 -1.0738  -0.538
C: 0.7254 0.7371 -1.1409  -0.095
N: 1.0864 1.3358 -0.0370  -0.328
O: 0.0761 0.9662 0.8558  -0.168
H: -1.1283 -1.8643 0.5404  0.286
H: -0.1533 -0.9304 1.6810  0.313
H: 1.2589 0.8764 -2.0626  0.390

Summary:
Frontier orbital gap, eV: 10.293
Maximum force, eV/A: 2.282
Electronic energy, eV: -8638.526
E_HOMO, eV: -9.64
Charge: 0
Energy above the lowest of the compared OMol25 structures with the same formula, charge and spin, eV: 1.969
LUMO energy, eV: 0.657



# 12
C2H3N3O | wB97M-V/def2-TZVPD

Last column: Mulliken charge in e.
Positions of all 9 atoms, in Å:
C: 0.8824 0.9019 -0.3237  -0.816
C: -0.0953 -0.1149 0.1373  0.544
N: -0.6893 -0.1864 1.3151  -0.078
O: -1.5364 -1.0481 1.5403  -0.427
N: -1.3560 -1.9318 -0.5971  -0.354
N: -0.5802 -1.1017 -0.7180  0.342
H: 1.0824 0.7435 -1.3862  0.301
H: 0.4680 1.9039 -0.1922  0.248
H: 1.8245 0.8335 0.2245  0.240

Summary:
Frontier orbital gap (alpha / beta), eV: 9.057 / 9.059
Maximum force, eV/A: 1.404
Electronic energy, eV: -8636.820
E_HOMO (alpha / beta), eV: -9.47 / -9.47
Charge: 0
Energy above the lowest of the compared OMol25 structures with the same formula, charge and spin, eV: 3.675
LUMO energy (alpha / beta), eV: -0.415 / -0.414



# 13
C2H3N3O | wB97M-V/def2-TZVPD

Last column: Mulliken charge in e.
Positions of all 9 atoms, in Å:
H: -0.5986 -0.2933 2.5513  0.232
N: 0.0438 0.2779 2.0787  -0.625
C: -0.0155 0.0364 0.7884  0.458
N: -0.9491 -0.6031 -0.1319  -0.182
N: -0.3601 -0.6099 -1.4012  -0.410
C: 0.6061 0.2016 -1.3681  0.141
O: 0.7192 0.8322 -0.1199  -0.319
H: -1.1072 -1.7975 0.2640  0.355
H: 1.2666 0.5503 -2.1968  0.350

Summary:
Frontier orbital gap, eV: 9.903
Maximum force, eV/A: 6.073
Electronic energy, eV: -8637.829
E_HOMO, eV: -9.48
SMILES: [H]/N=c1\[nH]nco1
Charge: 0
Energy above the lowest of the compared OMol25 structures with the same formula, charge and spin, eV: 2.666
LUMO energy, eV: 0.420



# 14
C2H3N3O2 | wB97M-V/def2-TZVPD

Last column: Mulliken charge in e.
Positions of all 10 atoms, in Å:
O: 2.5304 -0.7591 -0.0038  -0.532
C: 1.3670 -0.4503 -0.0658  0.399
N: 0.1921 -1.3030 -0.0425  -0.496
C: -0.7617 -0.4376 -0.0963  0.577
O: -2.0662 -0.5834 0.0188  -0.435
N: -0.4387 0.9631 -0.1962  -0.273
N: 0.9146 0.8802 0.1356  -0.176
H: -2.2385 -1.4992 0.0971  0.373
H: -0.8811 1.4879 0.5219  0.274
H: 1.3820 1.7013 -0.3688  0.288

Summary:
Frontier orbital gap, eV: 10.186
Maximum force, eV/A: 3.599
Electronic energy, eV: -10687.270
E_HOMO, eV: -9.71
SMILES: O=c1nc(O)[nH][nH]1
Charge: 0
Energy above the lowest of the compared OMol25 structures with the same formula, charge and spin, eV: 1.186
LUMO energy, eV: 0.475



# 15
C2H3N3O2 | wB97M-V/def2-TZVPD

Last column: Mulliken charge in e.
Positions of all 10 atoms, in Å:
N: 1.4353 -0.6357 -0.6577  -0.486
C: 0.5193 -0.3395 0.2987  0.915
N: 0.5764 -0.4079 1.6007  -0.539
O: 0.1056 0.9801 0.9470  -0.241
C: -1.3263 0.7988 0.3708  0.430
O: -2.2206 1.5196 0.6669  -0.463
N: -0.9974 -0.2230 -0.4049  -0.325
H: 1.2100 -0.2866 -1.5750  0.245
H: 2.4149 -0.6073 -0.4034  0.253
H: -1.7172 -0.7984 -0.8431  0.211

Summary:
Frontier orbital gap, eV: 10.065
Maximum force, eV/A: 0.859
Electronic energy, eV: -10683.724
E_HOMO, eV: -9.42
Charge: 0
Energy above the lowest of the compared OMol25 structures with the same formula, charge and spin, eV: 4.732
LUMO energy, eV: 0.649



# 16
C2H3N3O2 | wB97M-V/def2-TZVPD

Last column: Mulliken charge in e.
Positions of all 10 atoms, in Å:
O: -2.0714 -0.5912 0.0011  -0.489
C: -0.7150 -0.3661 -0.0797  0.546
N: 0.2115 -1.3914 -0.0024  -0.618
N: 1.3491 -0.7801 0.1214  0.349
N: 1.3798 0.4728 -0.0967  -0.605
C: 0.0292 0.7803 -0.0388  0.294
O: -0.5118 2.0702 -0.0129  -0.533
H: -2.2227 -1.5439 0.0402  0.362
H: 2.1655 -1.2840 -0.2668  0.282
H: 0.3858 2.6334 0.3347  0.413

Summary:
Frontier orbital gap, eV: 9.973
Maximum force, eV/A: 5.421
Electronic energy, eV: -10685.673
E_HOMO, eV: -9.18
SMILES: Oc1n[nH]nc1O
Charge: 0
Energy above the lowest of the compared OMol25 structures with the same formula, charge and spin, eV: 2.784
LUMO energy, eV: 0.792



# 17
C2H3N3O2 | wB97M-V/def2-TZVPD

Last column: Mulliken charge in e.
Positions of all 10 atoms, in Å:
O: 3.0938 -0.0499 0.5927  -0.440
C: 2.0274 -0.2770 0.1665  0.699
N: 1.1330 -0.9973 -0.5200  -0.488
N: 0.9425 0.4431 -0.3121  -0.258
C: -0.3241 0.8203 -0.0043  -0.047
N: -1.1431 -0.1419 -0.1583  -0.355
O: -2.4180 0.1717 0.2281  -0.400
H: 0.1407 -1.1247 -0.5934  0.518
H: -0.5423 1.7900 0.3781  0.427
H: -2.9099 -0.6344 0.2226  0.345

Summary:
Frontier orbital gap, eV: 9.572
Maximum force, eV/A: 4.460
Electronic energy, eV: -10682.126
E_HOMO, eV: -8.85
SMILES: O=C1NN1/C=N/O
Charge: 0
Energy above the lowest of the compared OMol25 structures with the same formula, charge and spin, eV: 6.331
LUMO energy, eV: 0.720



# 18
C2H3N3O3 | wB97M-V/def2-TZVPD

Last column: Mulliken charge in e.
Positions of all 11 atoms, in Å:
N: -1.7363 -1.5380 -0.0765  -0.597
N: -0.6464 -0.5649 -0.0320  0.461
O: 0.6907 -1.0888 0.0165  -0.272
C: 1.4712 0.1181 -0.0289  0.521
O: 2.7149 -0.1049 0.0258  -0.582
N: 0.6611 1.2443 -0.0961  -0.519
C: -0.6014 0.6798 0.1635  0.608
O: -1.7980 1.4666 0.0173  -0.474
H: -2.3719 -1.6586 -0.7136  0.204
H: -2.1036 -1.7167 0.9832  0.288
H: -1.5533 2.4155 -0.1214  0.364

Summary:
Frontier orbital gap, eV: 9.669
Maximum force, eV/A: 11.955
Electronic energy, eV: -12731.110
E_HOMO, eV: -9.76
SMILES: Nn1oc(=O)nc1O
Charge: 0
Energy above the lowest of the compared OMol25 structures with the same formula, charge and spin, eV: 2.847
LUMO energy, eV: -0.095



# 19
C2H3N3O3 | wB97M-V/def2-TZVPD

Last column: Mulliken charge in e.
Positions of all 11 atoms, in Å:
N: -2.2662 0.1488 0.0272  -0.472
C: -0.9452 0.0860 0.1026  0.598
N: -0.2698 -0.9189 -0.1610  -0.579
N: 1.1569 -0.4078 -0.3402  0.266
O: 2.0867 -1.2140 0.4053  -0.368
C: 1.1537 0.9333 -0.1545  0.475
O: 2.1528 1.6076 -0.0117  -0.518
O: -0.2159 1.2847 0.1829  -0.331
H: -2.7600 0.8617 0.5260  0.245
H: -2.7869 -0.9050 -0.2946  0.325
H: 2.6940 -1.4765 -0.2820  0.360

Summary:
Frontier orbital gap, eV: 9.907
Maximum force, eV/A: 5.380
Electronic energy, eV: -12732.047
E_HOMO, eV: -9.49
SMILES: Nc1nn(O)c(=O)o1
Charge: 0
Energy above the lowest of the compared OMol25 structures with the same formula, charge and spin, eV: 1.911
LUMO energy, eV: 0.413



# 20
C2H3N3O3 | wB97M-V/def2-TZVPD

Last column: Mulliken charge in e.
Positions of all 11 atoms, in Å:
N: 1.1614 1.1642 0.1559  -0.632
N: 0.2357 0.3477 -0.4036  0.228
O: -1.1047 0.7767 -0.0506  -0.300
C: -1.8921 -0.2911 -0.0371  0.600
O: -3.1172 -0.2987 -0.0249  -0.527
N: -0.9740 -1.4116 0.0596  -0.538
C: 0.1939 -1.0142 -0.0018  0.634
O: 1.3100 -1.6706 -0.0320  -0.453
H: 0.5391 1.6850 0.9544  0.332
H: 1.5314 1.7369 -0.6144  0.271
H: 2.1165 -1.0243 -0.0054  0.387

Summary:
Frontier orbital gap, eV: 10.307
Maximum force, eV/A: 4.238
Electronic energy, eV: -12732.586
E_HOMO, eV: -10.21
SMILES: Nn1oc(=O)nc1O
Charge: 0
Energy above the lowest of the compared OMol25 structures with the same formula, charge and spin, eV: 1.372
LUMO energy, eV: 0.100